{
  "formula": "C8H27F4N9O9P2V2",
  "method": "the ωB97M-V functional and the def2-TZVPD basis",
  "symbols": ["V", "V", "O", "P", "O", "F", "F", "O", "P", "O", "F", "F", "C", "O", "N", "N", "H", "H", "H", "H", "C", "O", "N", "N", "H", "H", "H", "H", "C", "O", "N", "N", "H", "H", "H", "H", "C", "O", "N", "N", "H", "H", "H", "H", "C", "C", "C", "O", "C", "N", "H", "H", "H", "H", "H", "H", "H", "H", "H", "H", "H"],
  "coordinates": [[-18.674, 6.840, 27.516], [-14.271, 7.913, 23.951], [-15.884, 6.599, 24.069], [-17.393, 6.547, 24.200], [-18.064, 6.525, 25.512], [-17.852, 5.203, 23.478], [-17.991, 7.750, 23.350], [-15.189, 8.728, 25.635], [-15.658, 8.861, 27.063], [-16.875, 8.066, 27.432], [-15.872, 10.400, 27.413], [-14.474, 8.364, 27.977], [-15.765, 13.313, 24.910], [-15.639, 14.036, 23.931], [-14.810, 13.195, 25.827], [-16.888, 12.787, 25.406], [-15.013, 12.825, 26.738], [-13.889, 13.533, 25.607], [-17.692, 12.741, 24.801], [-16.686, 12.071, 26.092], [-16.134, 5.082, 28.677], [-17.174, 5.401, 28.043], [-15.966, 5.724, 29.844], [-15.147, 4.340, 28.230], [-15.024, 5.684, 30.201], [-16.731, 6.180, 30.301], [-14.313, 4.129, 28.749], [-15.306, 3.853, 27.361], [-12.401, 6.388, 26.341], [-13.270, 6.666, 25.480], [-11.284, 5.756, 25.947], [-12.376, 6.600, 27.671], [-10.878, 5.938, 25.045], [-10.818, 5.267, 26.693], [-13.183, 7.042, 28.072], [-11.498, 6.676, 28.156], [-17.664, 12.090, 30.333], [-16.925, 11.966, 31.303], [-17.361, 11.784, 29.069], [-18.954, 12.442, 30.451], [-16.377, 11.586, 28.989], [-17.952, 12.057, 28.307], [-19.642, 12.543, 29.725], [-19.421, 12.346, 31.340], [-14.551, 9.464, 31.102], [-13.478, 10.583, 31.076], [-13.356, 11.187, 29.676], [-12.121, 11.912, 29.539], [-12.023, 12.698, 28.366], [-14.091, 11.562, 32.010], [-15.364, 9.760, 30.429], [-15.125, 9.380, 32.022], [-14.007, 8.576, 30.770], [-12.506, 10.291, 31.477], [-14.190, 11.874, 29.500], [-13.353, 10.431, 28.881], [-12.830, 13.431, 28.281], [-12.124, 12.064, 27.475], [-11.034, 13.138, 28.265], [-13.687, 12.435, 31.683], [-15.056, 11.496, 31.697]],
  "atomic_forces_ev_per_a": [[3.46, -0.54, -1.42], [-1.15, -1.43, 2.62], [-0.61, 0.53, -0.33], [0.28, -0.91, -1.86], [-0.85, 0.36, 1.28], [0.51, 2.13, 0.51], [0.55, -1.57, 0.73], [0.01, 1.05, 0.77], [-0.70, -0.84, -1.27], [0.03, 1.06, 0.45], [0.84, -2.19, -0.47], [-1.06, 1.10, -0.28], [0.39, 3.17, -0.95], [-0.37, -1.26, -0.14], [2.67, -0.69, 1.03], [-1.99, -1.31, 0.07], [0.36, 0.17, 0.04], [-0.10, 0.12, 0.20], [-0.02, -0.18, 0.17], [-0.91, -0.06, -0.42], [-1.49, 2.98, 1.08], [-1.20, -1.05, -0.94], [1.48, -0.78, 0.03], [0.14, -0.96, -1.32], [-0.44, 0.29, 0.91], [0.21, 0.14, 0.13], [-0.20, -0.10, 0.19], [0.18, 0.02, 0.01], [1.52, -0.34, -1.14], [-0.53, 1.15, 0.17], [0.10, -0.24, 0.23], [-1.78, 0.29, -0.03], [0.01, -0.49, 0.01], [0.78, -0.01, -0.56], [0.19, 0.00, 0.20], [0.02, 0.01, -0.07], [-1.14, -0.15, 1.61], [-0.08, -0.11, -0.85], [1.77, -0.59, -0.71], [-2.25, 0.55, 1.24], [-0.22, 0.27, -0.66], [0.29, 0.12, -0.14], [0.53, -0.07, -0.48], [0.59, 0.29, 0.24], [0.92, 0.13, -1.11], [-1.64, 0.42, 1.21], [1.34, 0.13, -0.55], [-0.34, 0.07, 0.44], [-0.43, -0.88, -0.48], [1.12, -0.24, -1.04], [0.20, -0.24, -0.58], [0.87, -0.25, 0.50], [-0.79, -0.55, 0.09], [0.01, -0.26, -0.31], [-0.23, 0.02, 0.06], [-0.14, -0.25, -0.06], [0.13, 0.34, 0.31], [-0.07, -0.26, -0.10], [-0.10, 0.21, 0.54], [-0.47, 0.54, 0.64], [-0.17, 1.14, 0.56]],
  "lowdin_spin": [2.914, 2.910, 0.026, 0.010, 0.021, 0.000, 0.002, 0.025, 0.010, 0.021, 0.001, 0.002, 0.000, 0.000, 0.000, 0.000, 0.000, 0.000, 0.000, 0.000, 0.004, 0.022, 0.003, 0.002, 0.000, 0.000, 0.000, 0.000, 0.003, 0.020, 0.001, 0.002, 0.000, 0.000, 0.000, 0.000, 0.000, 0.000, 0.000, 0.000, 0.000, 0.000, 0.000, 0.000, 0.000, 0.000, 0.000, 0.000, 0.000, 0.000, 0.000, 0.000, 0.000, 0.000, 0.000, 0.000, 0.000, 0.000, 0.000, 0.000, 0.000],
  "e_homo_ev": [-12.844, -12.844],
  "s2": 12.006,
  "e_lumo_ev": [-7.29, -7.26],
  "multiplicity": 7,
  "de_lowest_ev": 0.0000,
  "charge": 2,
  "gap_ev": [5.550, 5.588]
}



{
  "formula": "C8H27N4O11",
  "method": "the ωB97M-V functional and the def2-TZVPD basis",
  "symbols": ["N", "H", "H", "H", "H", "N", "O", "O", "O", "N", "O", "O", "O", "C", "C", "O", "O", "H", "H", "H", "H", "H", "H", "C", "C", "O", "O", "H", "H", "H", "H", "H", "H", "C", "C", "C", "O", "C", "N", "H", "H", "H", "H", "H", "H", "H", "H", "H", "H", "H"],
  "coordinates": [[-0.366, 0.149, -0.388], [-0.013, -0.122, 0.545], [-1.359, 0.453, -0.295], [-0.296, -0.696, -0.972], [0.100, 0.951, -0.787], [-3.259, 1.770, -0.306], [-3.184, 0.518, -0.014], [-2.241, 2.306, -0.834], [-4.265, 2.417, -0.010], [0.992, -3.005, -1.047], [1.898, -3.821, -1.332], [0.546, -2.929, 0.131], [0.609, -2.171, -1.920], [2.555, 3.058, -3.099], [2.143, 1.971, -2.096], [1.300, 0.974, -2.665], [3.100, 4.205, -2.456], [1.703, 3.331, -3.729], [3.285, 2.672, -3.815], [1.581, 2.420, -1.273], [3.025, 1.556, -1.597], [1.760, 0.714, -3.472], [2.327, 4.709, -2.181], [-2.798, -2.865, -1.646], [-4.192, -2.267, -1.585], [-5.061, -2.928, -0.676], [-2.274, -3.109, -0.305], [-2.032, -2.224, -2.083], [-2.804, -3.818, -2.182], [-4.650, -2.346, -2.577], [-4.194, -1.187, -1.408], [-4.538, -2.947, 0.141], [-1.317, -2.999, -0.423], [1.951, -1.179, 3.873], [1.061, -0.220, 3.018], [2.000, 0.566, 2.106], [1.318, 1.602, 1.393], [0.913, 2.717, 2.159], [0.111, -1.061, 2.283], [1.320, -1.615, 4.649], [2.776, -0.691, 4.400], [2.326, -1.964, 3.219], [0.510, 0.468, 3.658], [2.394, -0.033, 1.282], [2.845, 0.951, 2.683], [0.498, 3.412, 1.425], [1.712, 3.166, 2.750], [0.037, 2.524, 2.789], [-0.501, -1.605, 2.879], [0.646, -1.775, 1.790]],
  "atomic_forces_ev_per_a": [[-0.59, -0.28, 0.31], [-0.36, 0.27, -0.14], [-0.24, -0.44, 0.10], [0.26, 0.18, -0.33], [0.37, -0.25, -0.11], [0.41, -0.70, 0.73], [0.02, 1.28, -0.44], [-0.72, -0.07, 0.17], [0.48, -0.21, -0.43], [2.02, 0.07, -0.61], [-1.24, 0.64, 0.37], [-0.23, -0.16, -0.60], [-0.41, -0.56, 0.69], [-0.26, -0.36, -0.23], [-0.18, 0.47, 0.44], [0.84, 0.54, -0.32], [-0.27, -0.20, -0.16], [-0.22, 0.01, 0.23], [0.30, 0.01, 0.25], [-0.12, 0.19, -0.15], [0.11, -0.22, -0.27], [-0.36, -0.50, 0.04], [0.23, 0.16, 0.18], [0.68, -0.33, 1.17], [-0.31, 0.64, -0.87], [0.68, -0.10, 0.24], [-0.53, 0.16, -0.85], [-0.56, 0.28, -0.69], [-0.12, -0.04, -0.08], [0.05, -0.31, 0.00], [0.37, -0.10, 0.48], [-0.28, -0.11, -0.01], [-0.08, -0.11, 0.75], [-0.53, 0.77, 0.33], [0.98, -1.53, 0.71], [-1.04, 0.33, -0.67], [0.50, 0.13, 0.46], [-0.98, 0.09, -0.55], [0.45, 0.49, -0.55], [0.03, -0.25, -0.09], [0.07, 0.07, -0.18], [0.13, -0.05, 0.09], [0.05, 0.04, 0.03], [0.09, -0.43, 0.30], [-0.04, 0.22, 0.05], [0.41, 0.28, 0.06], [0.17, -0.02, -0.06], [0.25, -0.38, 0.28], [-0.15, 0.39, 0.21], [-0.13, 0.04, -0.27]],
  "lowdin_charge": [0.290, 0.070, 0.072, 0.080, 0.073, -0.584, -0.103, -0.091, -0.024, -0.565, -0.028, -0.090, -0.073, -0.252, -0.242, -0.066, -0.065, 0.122, 0.117, 0.105, 0.124, 0.094, 0.087, -0.210, -0.259, -0.070, -0.099, 0.102, 0.111, 0.112, 0.094, 0.078, 0.017, -0.063, -0.402, -0.184, -0.225, -0.101, 0.041, 0.070, 0.067, 0.080, 0.129, 0.136, 0.121, 0.090, 0.087, 0.086, 0.094, 0.045],
  "e_homo_ev": -5.916,
  "e_lumo_ev": 2.44,
  "de_lowest_ev": 0.0000,
  "charge": -1,
  "gap_ev": 8.358
}



{
  "formula": "C8H27O6Ti",
  "method": "the ωB97M-V functional and the def2-TZVPD basis",
  "symbols": ["Ti", "O", "H", "C", "O", "H", "H", "H", "H", "C", "O", "H", "H", "H", "H", "C", "C", "O", "H", "H", "H", "H", "H", "H", "C", "C", "O", "H", "H", "H", "H", "H", "H", "C", "C", "O", "H", "H", "H", "H", "H", "H"],
  "coordinates": [[3.668, -4.331, 24.634], [2.338, -6.702, 26.340], [2.201, -6.823, 25.380], [3.343, -3.544, 29.650], [3.349, -3.687, 28.244], [2.950, -4.429, 30.152], [4.314, -3.311, 30.087], [2.651, -2.756, 29.947], [3.037, -4.573, 28.045], [2.696, -7.396, 21.815], [3.602, -6.348, 21.877], [2.556, -7.703, 20.779], [2.934, -8.219, 22.488], [1.751, -7.136, 22.294], [4.316, -6.611, 21.292], [-0.015, -1.416, 22.004], [0.034, -2.903, 22.275], [0.474, -3.136, 23.648], [-0.390, -0.834, 22.846], [-0.630, -1.091, 21.164], [1.007, -1.062, 21.871], [0.607, -3.497, 21.563], [-1.001, -3.233, 22.359], [-0.231, -3.614, 24.091], [8.964, -7.043, 24.909], [7.703, -6.619, 24.205], [6.844, -5.943, 25.080], [9.606, -6.169, 25.019], [9.469, -7.726, 24.225], [8.675, -7.493, 25.859], [7.163, -7.470, 23.791], [7.937, -6.004, 23.336], [6.697, -6.571, 25.792], [3.394, 0.883, 25.058], [4.738, 0.209, 25.225], [4.892, -0.764, 24.238], [3.323, 1.634, 25.845], [2.535, 0.229, 25.210], [3.285, 1.376, 24.092], [4.769, -0.261, 26.208], [5.598, 0.856, 25.057], [4.937, -0.290, 23.404]],
  "atomic_forces_ev_per_a": [[-0.57, -0.94, 0.77], [0.78, 1.37, -1.17], [-0.13, -0.22, 0.51], [-0.67, 0.03, 0.50], [0.26, 0.07, 0.08], [0.19, -0.24, -0.08], [0.22, -0.05, -0.33], [0.02, 0.31, -0.12], [-0.10, -0.34, -0.35], [-1.33, -1.03, 0.76], [0.80, 0.90, 0.09], [-0.28, -0.30, 0.15], [0.79, -0.46, -0.39], [-0.22, 0.76, -0.56], [0.29, 0.31, 0.13], [0.89, 0.63, 0.07], [-1.68, 0.13, 1.75], [0.84, 0.16, -0.60], [-0.14, -0.44, 0.29], [0.16, -0.45, -0.29], [0.04, 0.22, -0.28], [0.02, 0.12, 0.08], [-0.10, -0.36, -1.03], [0.21, -0.07, 0.10], [-0.06, 0.24, -0.88], [-0.08, -0.40, -0.66], [-0.45, 0.68, 0.12], [0.01, -0.11, 0.48], [0.24, -0.34, 0.42], [0.52, -0.17, 0.02], [0.06, -0.40, -0.03], [-0.09, 0.41, 0.18], [-0.37, 0.16, 0.32], [0.02, 0.80, 0.69], [-0.48, 0.29, -0.18], [0.08, -1.70, -0.84], [-0.17, 0.33, -0.08], [0.26, -0.35, -0.10], [0.08, 0.04, -0.05], [0.32, -0.11, -0.11], [-0.19, 0.69, 0.79], [0.00, -0.15, -0.16]],
  "lowdin_spin": [2.819, 0.036, 0.001, 0.000, 0.015, 0.000, 0.000, 0.000, 0.000, 0.004, 0.033, 0.000, 0.000, 0.002, 0.000, 0.000, 0.002, 0.026, 0.000, 0.000, 0.000, 0.001, 0.000, 0.000, 0.000, 0.001, 0.027, 0.000, 0.000, 0.000, 0.000, 0.000, 0.000, 0.001, 0.002, 0.026, 0.000, 0.000, 0.000, 0.001, 0.000, 0.000],
  "e_homo_ev": [-6.231, -6.856],
  "s2": 3.752,
  "e_lumo_ev": [-0.05, -0.61],
  "multiplicity": 4,
  "charge": 0,
  "gap_ev": [6.179, 6.249]
}